Below is a molecular structure, C14H3Cl5N2O5RuSe, with properties calculated with ωB97M-V with the def2-TZVPD basis set.

Calculated values
LUMO energy (alpha / beta)	2.038 / 1.846	eV
energy relative to the best compared isomer or geometry (same formula, charge and spin)	8.23	kcal per mole
gap between HOMO and LUMO (alpha / beta)	7.7 / 7.3	eV
expectation value of S²	0.757

Structure (ORCA input):
```
! RIJCOSX wB97M-V def2-TZVPD def2/J DEFGRID3
* xyz -1 2
C -1.001 1.182 -4.676
C -3.546 1.259 -3.563
C -3.386 1.500 -4.923
O -1.077 -3.339 1.336
Se 2.070 -0.903 -1.407
Cl -2.636 0.667 -1.077
C 1.050 0.807 1.898
N 0.431 -0.196 1.277
O 0.644 1.906 -0.152
H 1.899 1.500 3.712
Cl -4.755 1.842 -5.917
Ru 0.018 0.044 -0.635
H 0.130 -2.458 3.680
C -2.441 0.985 -2.772
C 2.574 -1.953 0.039
C 1.396 0.676 3.226
C -1.135 0.929 -3.291
O -0.094 0.704 -2.568
O -0.864 -1.735 -0.223
C -0.669 -2.265 0.954
Cl -1.888 1.757 -7.155
C 0.099 -1.333 1.880
H 1.338 -0.634 4.926
N 2.875 -2.604 0.944
Cl 0.587 1.131 -5.335
C 1.076 -0.509 3.883
C -2.102 1.460 -5.468
O 1.778 3.029 1.430
Cl -5.116 1.302 -2.853
C 1.213 2.041 1.014
C 0.409 -1.525 3.212
*
```

***

Below is a molecular structure, C14H40CrOP2Si2 at a distorted geometry, with properties calculated with ωB97M-V with the def2-TZVPD basis set.

Calculated values
LUMO energy (alpha / beta)	-4.129 / -4.761	eV
energy relative to the best compared isomer or geometry (same formula, charge and spin)	21.46	kcal per mole
gap between HOMO and LUMO (alpha / beta)	7.0 / 6.8	eV
expectation value of S²	3.801

Structure (ORCA input):
```
! RIJCOSX wB97M-V def2-TZVPD def2/J DEFGRID3
* xyz 1 4
H -0.979 3.825 -2.471
H 2.988 1.547 0.384
H 2.961 2.309 -3.475
H -1.829 -2.169 3.527
C -3.044 2.154 -2.432
H 3.223 -2.163 0.474
O -0.319 3.752 0.646
H 2.402 -1.689 3.983
H 2.730 3.018 -0.547
H 0.653 -1.984 3.839
P -2.299 1.054 -1.181
H 2.256 0.902 3.477
C 0.036 -3.845 1.098
H 1.910 1.724 1.929
C 1.602 -1.990 3.276
H -0.215 1.561 -1.878
C 1.920 2.332 -3.112
H -0.293 -4.392 0.196
H -4.212 1.408 0.314
H -4.215 -0.418 -1.540
H -3.442 -2.212 0.678
H -2.751 -1.302 -1.003
H 0.609 -1.555 -0.409
C 0.231 -0.971 0.461
Si -0.973 -2.240 1.234
H 1.225 2.044 -3.906
H -2.877 -3.832 1.134
C -0.157 2.649 0.266
C -2.624 -2.932 0.551
Cr -0.179 0.890 -0.470
C -3.135 1.620 0.338
C 2.958 1.947 -0.629
H -4.143 2.051 -2.452
C -1.579 -1.380 2.802
H -0.227 3.846 -2.580
H 0.578 1.190 2.949
H 1.668 3.344 -2.774
C 3.270 -1.167 0.935
C 1.586 0.919 2.600
H 3.954 1.849 -1.075
H -2.495 -0.814 2.562
H -0.180 -4.468 1.977
H 1.802 -3.026 2.956
C 2.407 -0.325 -2.396
H 1.122 -3.699 1.016
H -2.633 1.892 -3.414
H 3.533 -0.448 0.153
H -2.771 3.189 -2.190
H -0.867 -0.677 3.257
C -3.122 -0.496 -1.640
P 1.695 1.194 -1.706
H 1.865 -0.556 -3.322
H 2.285 -1.177 -1.720
H -2.987 2.705 0.429
H 4.077 -1.184 1.681
H -2.692 1.151 1.229
H -2.533 -3.232 -0.496
H 3.470 -0.190 -2.641
Si 1.633 -0.785 1.788
H -2.877 -0.748 -2.682
*
```

***

Below is 6 unconnected molecules or ions with the total composition C14H40F3N5O8S at a distorted geometry, with properties calculated with ωB97M-V with the def2-TZVPD basis set.

Calculated values
LUMO energy	-2.026	eV
energy relative to the best compared isomer or geometry (same formula, charge and spin)	93.26	kcal per mole
gap between HOMO and LUMO	5.6	eV

Structure (ORCA input):
```
! RIJCOSX wB97M-V def2-TZVPD def2/J DEFGRID3
* xyz 0 1
O 6.297 4.871 -1.233
H 1.449 -5.977 -3.425
N -4.048 -0.807 -1.521
H 1.922 5.352 4.285
H -5.300 1.781 0.165
H -0.207 -1.101 0.186
C 0.779 -6.137 -1.411
H -4.702 -1.521 -1.235
H 2.641 4.221 -1.971
O -0.975 -2.198 7.539
O -2.645 -3.861 6.660
H 1.335 -7.072 -1.336
H -1.227 -5.428 -0.558
H 7.985 5.819 -0.902
C 0.594 -5.637 -2.840
C -3.502 -1.429 7.552
H -0.244 -6.159 -3.301
H 4.446 5.594 -1.454
O 1.609 3.014 3.466
N 2.949 3.275 -1.800
H -4.811 0.170 0.711
N 1.747 4.703 5.039
C 0.441 -3.658 -4.165
H 1.972 2.944 6.487
O 0.485 -1.348 0.803
S -2.148 -2.444 6.671
H -1.228 -7.015 -1.442
C -0.674 -6.339 -0.791
H 0.759 -2.251 0.625
H 5.813 3.311 -3.474
H 1.580 -5.851 0.293
N 1.708 2.555 5.594
H -5.224 2.348 -2.315
H -3.566 1.940 -2.487
C 4.726 3.258 -3.420
H -0.536 -6.835 0.170
C 1.703 3.450 4.595
H 0.063 -1.383 1.665
O -4.719 0.930 -3.826
H -6.604 -0.051 -3.681
H 4.825 2.520 -1.391
H -3.640 1.358 0.127
C -4.861 0.409 -1.448
H -3.842 -0.939 -2.501
O -1.988 -1.927 5.279
H -6.033 0.074 -5.187
H 6.817 5.957 0.429
C -4.634 0.942 -0.038
H 4.269 4.032 -4.037
H 1.577 4.876 6.019
N 1.438 -5.228 -0.489
H 6.620 6.899 -1.159
H 4.344 2.316 -3.814
H 1.474 1.578 5.491
C -6.067 0.682 -4.283
H 2.788 3.217 -0.804
H -5.891 0.070 -1.560
H -6.716 1.558 -4.268
C -4.565 1.505 -2.522
F -4.609 -1.678 6.873
H 1.366 -3.971 -4.650
O 0.338 -4.229 -2.891
F -3.305 -0.101 7.577
H 4.712 4.635 0.010
H 2.338 -5.241 -0.947
C 6.937 5.986 -0.654
C 4.892 4.679 -1.064
C 4.406 3.388 -1.899
F -3.797 -1.781 8.814
H 0.433 -2.576 -4.031
H -0.269 -4.043 -4.897
*
```

***

Below is 6 unconnected molecules or ions with the total composition C14H40N2O6 at a distorted geometry, with properties calculated with ωB97M-V with the def2-TZVPD basis set.

Calculated values
LUMO energy	0.304	eV
energy relative to the best compared isomer or geometry (same formula, charge and spin)	0.00	kcal per mole
SMILES	NC(N)=O.CC(C)O.CC(C)O.CC(C)O.CCO.CCO
gap between HOMO and LUMO	10.2	eV

Structure (ORCA input):
```
! RIJCOSX wB97M-V def2-TZVPD def2/J DEFGRID3
* xyz 0 1
H -3.082 -3.187 -1.654
O -5.505 -3.004 -2.635
H -6.750 -3.063 -0.133
H 3.359 3.086 0.407
C 5.645 1.079 2.128
H -1.407 0.852 1.097
H 5.465 -4.497 4.804
H -1.126 4.892 2.310
H 4.568 -3.061 3.435
H -0.948 6.687 0.687
H 3.798 2.037 2.588
C 4.886 -5.095 3.052
C -5.232 -3.703 -1.444
N 4.483 -3.853 2.814
H 5.481 -6.225 4.600
C -3.791 -3.973 -1.395
O 0.584 -0.510 -0.516
O 4.770 -5.936 2.207
H 4.193 1.703 -0.060
H -1.760 1.815 -5.354
H -2.722 6.478 0.243
H -5.705 -4.683 -1.372
C 0.217 -0.491 0.855
O 5.227 3.477 2.576
H -1.677 -1.484 1.052
H 5.173 3.197 0.087
H -0.436 -2.679 0.694
H -6.359 -2.573 -2.555
H -2.514 7.390 2.811
H 1.192 -0.659 1.312
C -2.385 0.939 -5.526
H -0.262 -0.492 -0.969
C -0.320 0.863 1.178
H -0.178 1.049 2.243
H -0.854 0.123 -6.776
H -1.572 5.169 -0.006
H -2.188 -1.003 -6.718
H -2.340 0.434 -4.561
C -1.941 0.059 -6.733
H -3.432 -4.396 -0.457
N 5.424 -5.302 4.195
C 4.688 2.274 2.004
O -2.354 0.773 -7.834
H -3.421 1.273 -5.472
H 6.718 1.217 2.001
C -5.698 -2.799 -0.245
H -3.509 -4.641 -2.210
H -0.047 1.695 0.530
H -0.382 -1.907 2.268
H -5.219 -3.205 0.646
C -1.810 6.023 0.628
H 5.621 0.706 3.152
C -1.975 5.558 2.162
H 5.341 0.312 1.416
H 6.174 3.470 2.419
C -0.632 -1.745 1.220
O -1.826 6.745 2.991
H -2.945 5.071 2.261
H -5.408 -1.751 -0.313
H 4.066 -3.807 1.896
H -1.707 0.651 -8.533
C 4.342 2.626 0.502
*
```

***

Below is 6 unconnected molecules or ions with the total composition C14H41BClN2O8 at a distorted geometry, with properties calculated with ωB97M-V with the def2-TZVPD basis set.

Calculated values
LUMO energy	2.112	eV
energy relative to the best compared isomer or geometry (same formula, charge and spin)	82.11	kcal per mole
gap between HOMO and LUMO	8.0	eV

Structure (ORCA input):
```
! RIJCOSX wB97M-V def2-TZVPD def2/J DEFGRID3
* xyz -1 1
H 5.437 2.787 -0.971
O 2.217 2.002 0.731
H -2.539 -2.003 1.439
H 3.344 -3.651 -2.499
H 3.308 1.386 -6.098
H -2.182 4.289 1.060
H 2.084 2.272 -3.914
H 0.420 -2.578 2.222
C -2.059 -0.686 3.668
H -5.798 1.532 1.787
H 1.036 -2.267 -0.109
H -4.331 2.836 0.414
H 3.726 2.565 -0.938
N -1.904 1.310 2.285
C -2.315 2.365 1.296
H 4.730 1.232 -1.458
H -3.264 -0.754 0.391
H 1.737 1.936 -6.086
O 1.617 -0.377 -3.511
H -1.586 -0.790 0.564
H -4.837 0.751 0.646
H -4.302 3.350 2.015
H 1.637 -3.728 2.919
H 0.321 -4.394 2.136
C 1.703 -5.410 -1.526
H -1.748 3.787 2.778
H 4.688 1.695 0.245
H -2.416 2.929 -0.653
C 0.981 -3.355 -0.152
H -2.494 -1.677 3.793
C -3.925 2.545 1.383
H 2.372 1.342 1.410
B 4.665 2.061 -0.769
C -4.029 0.360 2.707
H -2.351 -0.129 4.558
C 0.963 -3.514 2.089
H -4.009 0.742 3.728
H -0.971 -0.745 3.718
Cl 1.239 0.091 -2.276
C 1.649 -3.871 -1.445
C -2.498 -0.955 1.139
H 2.205 2.888 1.100
C -2.118 2.008 -0.152
H 1.155 -3.506 -2.346
C 2.740 2.276 -5.827
H 2.902 -2.299 -1.768
H -2.524 1.087 -0.569
H -0.559 0.514 1.447
C -2.591 0.019 2.405
H 0.699 -5.833 -1.553
N 2.944 -3.300 -1.640
H -4.699 -0.498 2.666
O -0.514 1.098 2.208
H -0.075 -3.625 -0.145
H 2.809 1.910 -0.020
C -1.663 3.585 1.710
H 3.085 3.092 -6.462
H 2.096 -5.620 -2.521
O -0.043 -0.433 -1.976
O 1.750 -3.637 0.979
O 2.309 -0.164 -1.413
H -0.636 3.699 1.363
H 2.302 -5.842 -0.725
O 1.116 1.502 -2.291
O 2.804 2.617 -4.447
C -4.761 1.242 1.616
H -1.049 1.940 -0.356
*
```

***

Below is a molecular structure, C14H41NO13PS7 at a distorted geometry, with properties calculated with ωB97M-V with the def2-TZVPD basis set.

Calculated values
LUMO energy	1.731	eV
gap between HOMO and LUMO	8.3	eV

Structure (ORCA input):
```
! RIJCOSX wB97M-V def2-TZVPD def2/J DEFGRID3
* xyz -1 1
C -9.938 -0.412 -5.115
H 11.640 4.358 1.862
S -9.898 1.359 -4.816
O 6.974 -1.652 0.618
C 4.360 -3.139 0.413
C 9.252 -0.336 0.441
O -1.268 0.514 -1.609
H 4.375 -3.458 -0.622
O 1.489 2.687 1.784
H 4.956 -0.841 -0.480
H -9.009 -0.856 -4.760
O -7.277 2.137 -1.171
H -9.045 -2.919 0.375
S 1.349 1.451 1.084
O -2.793 -0.749 0.973
H -10.787 -0.853 -4.597
H 2.484 -2.122 0.585
O -11.249 1.890 -5.163
H 2.520 1.266 -1.064
S -0.355 0.246 -0.557
H -7.305 -2.491 0.456
H 10.281 -2.955 0.895
H 9.165 -0.117 1.499
H 11.751 3.719 3.520
C 9.160 2.775 4.029
H -6.728 4.544 0.415
H 3.365 -0.754 -1.185
H -8.696 -4.211 -1.727
C 2.817 1.422 -0.038
H 3.720 -1.544 1.670
C 3.538 -1.880 0.660
C -8.296 -2.162 0.141
H 8.365 2.032 4.004
H -5.240 3.912 1.160
H 10.620 5.055 3.142
H -8.884 0.753 -2.741
H -5.847 0.881 0.901
H -6.945 -3.831 -1.725
S -8.285 -1.853 -1.626
C -7.923 -3.546 -2.112
O -1.397 -2.460 -0.157
O 0.787 -0.538 -0.987
H -4.945 0.474 -0.580
P -1.434 -1.119 0.701
H -4.231 1.587 0.596
H -0.525 -2.471 -0.605
S 8.341 -1.833 0.058
C 3.903 -0.731 -0.251
C -5.163 1.258 0.140
S 9.802 2.949 2.362
O -9.691 -1.579 -2.029
S -5.937 2.621 -0.726
C 11.083 4.141 2.770
H 3.228 2.416 0.058
H -6.808 3.098 1.453
H 3.885 -3.941 0.971
H 8.820 0.477 -0.138
H -10.664 0.698 -2.654
N -0.051 1.560 0.247
H -10.034 -0.567 -6.189
H 0.320 -1.226 1.881
O 10.489 1.672 2.024
H -8.545 -1.227 0.638
H 9.956 2.442 4.695
H 8.787 -3.889 1.151
C -6.204 3.643 0.728
O -0.641 -1.386 2.033
H 9.151 -2.502 2.209
H 10.298 -0.463 0.167
O 3.780 0.534 0.422
H -7.911 -3.586 -3.199
O 1.404 0.315 1.964
C 9.235 -2.899 1.197
H 5.354 -3.026 0.832
H 8.755 3.730 4.361
H -9.811 2.259 -2.631
C -9.806 1.248 -3.033
*
```

***

Below is a molecular structure, C14H43AlClN12O22 at a distorted geometry, with properties calculated with ωB97M-V with the def2-TZVPD basis set.

Calculated values
LUMO energy	0.861	eV
gap between HOMO and LUMO	5.4	eV

Structure (ORCA input):
```
! RIJCOSX wB97M-V def2-TZVPD def2/J DEFGRID3
* xyz -1 1
O -0.160 2.100 -4.936
H -0.949 1.766 0.137
O 7.452 -3.794 3.748
N 0.393 -5.218 4.235
H -2.797 7.511 -1.210
C 0.646 0.411 0.615
N 2.387 -5.380 -2.302
H 4.415 -5.878 -2.288
H 1.605 0.831 0.307
H 2.642 2.340 -4.604
N -2.991 2.587 2.458
C -5.531 -6.686 3.526
O -2.187 1.467 -5.302
O 1.964 -6.247 -1.559
H -4.367 2.908 3.993
H -1.058 -0.852 -1.432
N -3.280 5.632 -2.017
C 5.771 -2.219 4.054
H 1.201 -1.326 1.507
H -1.033 4.170 -4.089
O 4.086 -3.093 0.100
H 3.005 -5.165 0.615
H -3.556 11.803 -4.004
O -1.847 2.991 2.353
H -1.406 -4.141 4.207
H -2.153 0.493 -1.488
O 2.662 2.548 -2.232
H 3.902 -4.828 -3.646
H -4.209 -0.529 0.286
C -1.009 -5.050 3.775
N 0.739 -1.058 0.643
Al -2.650 -0.780 0.649
C 2.656 -4.440 1.338
O -3.182 10.233 -1.471
O 3.033 -2.196 1.752
O -4.172 4.875 -2.344
C -1.879 3.569 -4.389
O -3.518 9.294 -3.386
O 2.400 0.413 -2.090
H 4.503 -0.938 -1.382
C -3.687 6.947 -1.451
H -4.278 6.739 -0.563
H 1.369 -1.373 -0.090
H -0.977 -4.975 2.690
C -4.158 11.500 -3.154
H 1.593 0.898 -4.500
O 4.809 2.018 -1.861
N -1.369 2.275 -4.922
H -4.280 7.447 -2.204
C -1.481 -0.057 -0.820
O 6.468 0.747 -1.329
H 2.925 -4.729 2.351
O 1.004 -6.189 3.821
H 0.417 0.774 1.612
H 4.594 -0.157 0.215
H -2.446 4.040 -5.188
N -4.175 -6.904 4.100
Cl -2.380 -3.036 0.773
H 3.324 0.338 -0.949
N 3.311 -3.142 1.040
H -3.761 1.230 3.826
H -2.519 3.336 -3.547
H -2.302 -0.141 2.101
H -1.574 -5.919 4.089
C 3.649 -5.684 -3.033
O 0.867 -4.373 4.971
H 1.583 -4.285 1.250
N -3.569 10.239 -2.622
H 5.131 -1.961 3.214
H 3.468 -6.568 -3.638
O -3.569 -7.890 3.730
C 2.534 1.340 -4.204
N 2.539 1.444 -2.722
H 3.368 0.707 -4.496
O -2.091 5.398 -2.116
H -2.706 2.496 4.534
C -3.495 2.284 3.822
H -6.136 -7.548 3.791
O 5.403 -4.476 3.730
C -0.422 0.951 -0.359
H -5.415 -6.611 2.449
H -5.934 -5.772 3.943
O -3.754 -6.079 4.889
O 1.874 -4.298 -2.488
N 5.276 1.002 -1.386
H 5.206 -2.213 4.981
H -4.136 12.244 -2.366
H 0.087 1.389 -1.222
H 6.634 -1.567 4.108
O -3.761 2.386 1.546
N 6.251 -3.610 3.827
H -5.174 11.277 -3.463
C 4.342 -0.018 -0.831
*
```

***

Calculated values (eV) of electronic energy for the records, taken in order: -158329.3864, -79960.9598, -57978.4215, -30429.4940, -47728.0907, -128425.5465, -97231.9484.